#1
Molecular formula: C4H36N2O14
Method: DFT, ωB97M-V/def2-TZVPD

Values from the calculation:
orbital gap: 9.793 eV
total charge: 0

Each line ends with the Mulliken charge.
Cartesian coordinates (Å):
N: 0.606 -1.460 0.490  -0.178
C: -0.403 -0.483 -0.022  1.983
C: -0.136 -0.242 -1.516  -0.282
N: -1.088 0.047 -2.441  0.241
C: -0.694 0.518 -3.781  -1.006
C: -2.467 0.312 -1.996  -0.894
O: 1.062 -0.152 -1.834  -0.876
H: 1.575 -1.122 0.379  0.015
H: 0.549 -1.400 1.507  0.380
H: -1.565 -0.764 0.148  -0.278
H: -0.119 0.453 0.397  -0.820
H: 0.259 0.068 -4.080  0.299
H: -0.521 1.590 -3.671  0.314
H: -1.465 0.214 -4.482  0.357
H: -2.807 -0.530 -1.418  0.339
H: -2.617 1.304 -1.455  0.153
H: -3.046 0.394 -2.883  0.378
H: 3.064 -2.309 -1.398  0.423
H: 2.550 -0.920 -2.026  0.480
O: 3.331 -1.509 -1.910  -0.746
H: 2.088 2.507 0.329  0.419
H: 1.736 1.945 1.782  0.239
O: 1.418 1.963 0.858  -0.532
H: -2.327 -3.666 -1.212  0.415
H: -2.137 -3.007 -2.645  0.275
O: -2.787 -3.396 -2.058  -0.670
H: 1.457 -4.126 -1.267  0.291
H: 1.247 -3.271 0.102  0.278
O: 1.848 -3.652 -0.544  -0.694
H: -0.612 4.686 2.614  0.261
H: -0.304 3.653 1.392  0.370
O: -0.929 4.084 1.959  -0.639
H: -2.131 2.491 0.479  0.280
H: -2.314 3.123 1.732  0.391
O: -2.716 2.358 1.269  -0.711
H: -1.427 -2.868 0.829  0.371
H: -2.881 -3.117 0.634  0.352
O: -2.018 -3.565 0.539  -0.748
H: 0.270 2.302 -0.114  0.257
H: -0.268 3.491 -1.198  0.197
O: -0.478 2.812 -0.542  -0.560
H: 0.079 -1.785 4.516  0.286
H: -0.064 -0.270 4.317  0.346
O: 0.377 -1.079 3.937  -0.607
H: 3.208 -0.423 0.337  0.099
H: 4.463 -0.853 -0.206  0.425
O: 4.141 -0.277 0.515  -0.696
H: 4.297 2.368 0.175  0.333
H: 3.529 1.490 -0.793  0.359
O: 3.555 2.383 -0.439  -0.714
H: -0.180 1.140 2.561  0.298
H: -1.457 1.425 3.266  0.397
O: -0.507 1.414 3.415  -0.758
H: -1.904 -0.852 2.008  0.470
H: -2.713 0.206 1.329  0.320
O: -2.807 -0.652 1.774  -0.684


#2
Molecular formula: C4H36N2O14
Method: DFT, ωB97M-V/def2-TZVPD

Values from the calculation:
orbital gap: 10.059 eV
total charge: 0

Each line ends with the Mulliken charge.
Cartesian coordinates (Å):
C: 0.243 -0.729 0.559  -1.159
C: 0.682 0.153 1.742  2.103
C: -0.497 0.508 2.640  -0.571
C: -1.312 1.688 2.245  0.123
N: -0.876 2.981 2.252  -0.312
O: -2.462 1.507 1.825  -0.677
N: 1.797 -0.421 2.481  -0.522
H: 1.045 -1.414 0.303  0.506
H: 0.086 -0.198 -0.383  -0.106
H: -0.701 -1.232 0.745  0.141
H: 1.012 1.105 1.328  -0.942
H: -1.143 -0.345 2.780  0.003
H: 0.014 0.767 3.583  0.484
H: -1.431 3.700 1.841  0.252
H: 0.126 3.210 2.385  0.211
H: 2.278 -1.135 1.967  0.330
H: 1.481 -0.962 3.283  0.283
H: -2.751 2.343 -1.621  0.326
H: -3.136 1.266 -0.797  0.332
O: -3.364 1.566 -1.664  -0.689
H: 0.368 2.188 -1.887  0.334
H: 0.832 3.389 -2.472  0.319
O: 0.279 2.651 -2.725  -0.673
H: -2.999 -0.885 -2.054  0.249
H: -2.696 0.096 -3.011  0.346
O: -2.498 -0.841 -2.843  -0.611
H: -0.847 -4.560 -2.687  0.283
H: 0.327 -4.085 -2.053  0.318
O: -0.439 -4.618 -1.829  -0.629
H: -0.706 -2.566 3.955  0.308
H: -0.608 -3.684 3.048  0.337
O: -0.068 -3.232 3.712  -0.640
H: 1.056 -1.333 -5.824  0.347
H: 1.078 -0.196 -5.002  0.342
O: 0.527 -0.987 -5.123  -0.652
H: -0.102 -3.375 0.745  0.256
H: -0.954 -4.457 -0.017  0.322
O: -0.966 -3.658 0.620  -0.630
H: 2.431 1.894 -4.327  0.268
H: 1.013 1.967 -4.270  0.433
O: 1.724 1.458 -4.791  -0.724
H: 2.231 2.386 2.406  0.273
H: 2.280 3.841 2.752  0.282
O: 2.073 3.242 2.013  -0.709
H: -2.572 -1.296 2.327  0.336
H: -2.196 -2.702 1.716  0.264
O: -2.055 -2.087 2.456  -0.598
H: 0.606 -1.836 -3.709  0.412
H: -0.681 -1.752 -2.962  0.318
O: 0.150 -2.238 -2.914  -0.630
H: 3.862 1.511 3.774  0.294
H: 3.412 0.451 2.799  0.464
O: 4.080 1.150 2.905  -0.759
H: 3.026 2.832 -0.598  0.324
H: 1.839 3.044 0.183  0.315
O: 2.130 3.121 -0.765  -0.603


Tell me which of them is the most stable. Sure, it is #2.


#1
Molecular formula: C4H13N3O
Method: DFT, ωB97M-V/def2-TZVPD

Values from the calculation:
SMILES string: [H]/N=C\NCCCN.O
orbital gap: 9.865 eV
total charge: 0

Each line ends with the Mulliken charge.
Cartesian coordinates (Å):
H: -1.459 -2.193 -2.128  0.225
N: -0.501 -2.434 -2.351  -0.673
C: 0.447 -1.675 -1.989  0.026
N: 0.436 -0.471 -1.323  -0.218
C: -0.780 0.440 -1.130  -0.851
C: -0.351 1.690 -0.379  -0.669
C: 0.405 1.244 0.971  -0.563
N: -0.501 0.613 1.893  -0.468
H: 1.450 -2.026 -2.132  0.374
H: 1.193 0.164 -1.554  0.242
H: -1.574 -0.156 -0.676  0.376
H: -1.134 0.618 -2.135  0.408
H: 0.304 2.275 -1.009  0.329
H: -1.238 2.232 -0.032  0.330
H: 1.052 0.410 0.665  0.295
H: 0.997 2.001 1.459  0.436
H: -0.990 1.312 2.443  0.247
H: -1.214 0.052 1.450  0.149
O: 1.150 -1.554 3.029  -0.635
H: 0.531 -1.618 2.284  0.313
H: 1.776 -0.924 2.644  0.325


#2
Molecular formula: C4H13N3O
Method: DFT, ωB97M-V/def2-TZVPD

Values from the calculation:
SMILES string: C=C(N)N(C)O.CN
orbital gap: 7.872 eV
total charge: 0

Each line ends with the Mulliken charge.
Cartesian coordinates (Å):
C: 1.010 1.281 -0.404  -1.259
C: 0.145 0.271 -0.690  1.321
N: 0.194 -0.244 -1.987  -0.630
N: -1.350 0.281 -0.096  -0.013
C: -1.715 1.279 0.890  -0.998
O: -2.497 0.009 -0.881  -0.420
H: 1.609 1.740 -1.181  0.184
H: 1.177 1.645 0.600  0.221
H: -0.725 -0.446 -2.367  0.091
H: 0.725 0.321 -2.639  0.211
H: -0.985 1.354 1.701  0.311
H: -1.775 2.269 0.410  0.320
H: -2.666 1.041 1.378  0.304
H: -2.165 -0.203 -1.772  0.257
C: 1.665 -1.445 1.436  -0.791
N: 0.713 -1.605 0.336  -0.574
H: 1.600 -2.295 2.118  0.312
H: 1.433 -0.536 1.992  0.224
H: 2.674 -1.347 1.036  0.295
H: 1.186 -1.742 -0.560  0.325
H: -0.253 -1.628 0.679  0.308


Tell me which of them is the most stable. Sure, it is #1.


#1
Molecular formula: C2H7N4O
Method: DFT, ωB97M-V/def2-TZVPD

Values from the calculation:
orbital gap: 10.747 eV
total charge: +1

Each line ends with the Mulliken charge.
Cartesian coordinates (Å):
C: -2.393 -0.294 0.039  0.324
C: 0.846 -0.790 -0.138  -0.242
N: -3.156 -1.123 -0.096  -0.067
N: 1.641 0.296 0.100  0.031
N: -1.599 0.651 0.045  -0.243
N: 1.159 1.556 -0.124  -0.582
O: 1.333 -1.949 -0.032  -0.371
H: -3.572 -2.036 0.160  0.354
H: 2.614 0.001 0.271  0.155
H: -1.671 1.610 0.358  0.265
H: -0.628 0.123 -0.120  0.493
H: 1.776 2.270 0.350  0.312
H: 1.358 1.809 -1.107  0.236
H: 2.294 -2.124 0.294  0.336


#2
Molecular formula: C2H7N4O
Method: DFT, ωB97M-V/def2-TZVPD

Values from the calculation:
orbital gap: 9.447 eV
total charge: +1

Each line ends with the Mulliken charge.
Cartesian coordinates (Å):
C: -0.306 -1.579 0.181  0.524
C: -0.377 0.386 0.638  -0.336
N: -0.053 -1.484 -1.093  -0.112
N: -0.372 0.874 -0.688  -0.290
N: 0.883 1.006 1.273  -0.339
N: 0.181 -0.098 -1.543  -0.386
O: -0.503 -2.289 1.093  -0.389
H: -1.262 0.561 1.364  0.369
H: -0.575 -2.022 -1.769  0.307
H: -1.231 1.089 -1.144  0.279
H: 0.817 1.050 2.241  0.329
H: 1.662 0.361 1.200  0.339
H: 1.044 2.011 0.768  0.400
H: 0.092 0.132 -2.521  0.305


#3
Molecular formula: C2H7N4O
Method: DFT, ωB97M-V/def2-TZVPD

Values from the calculation:
SMILES string: C[N@@H+]1NN=C(N)O1
orbital gap: 9.853 eV
total charge: +1

Each line ends with the Mulliken charge.
Cartesian coordinates (Å):
C: -0.903 1.688 -0.679  -0.740
N: -0.787 0.485 0.163  0.348
N: 0.261 0.625 1.243  -0.162
N: 1.043 -0.487 1.156  -0.504
C: 0.771 -1.164 0.116  0.558
N: 1.405 -2.196 -0.406  -0.352
O: -0.352 -0.581 -0.571  -0.337
H: -0.883 1.375 -1.724  0.344
H: -1.836 2.208 -0.480  0.343
H: -0.056 2.346 -0.486  0.322
H: -1.717 0.249 0.551  0.389
H: -0.152 0.728 2.170  0.290
H: 2.214 -2.535 0.090  0.256
H: 0.991 -2.741 -1.142  0.245


#4
Molecular formula: C2H7N4O
Method: DFT, ωB97M-V/def2-TZVPD

Values from the calculation:
orbital gap: 9.256 eV
total charge: +1

Each line ends with the Mulliken charge.
Cartesian coordinates (Å):
C: -0.791 0.314 1.152  0.391
C: -0.173 -0.936 1.542  -0.327
N: -1.460 1.263 1.278  -0.116
N: -0.442 -0.133 -1.417  -0.287
N: 1.527 0.729 -1.570  -0.018
N: 0.361 0.516 -2.107  -0.234
O: 0.741 -1.481 0.749  -0.533
H: 0.264 -0.685 2.458  0.387
H: -0.942 -1.528 1.832  0.347
H: -2.143 1.763 0.791  0.317
H: -1.399 -0.277 -1.746  0.209
H: 2.185 1.323 -1.981  0.252
H: 1.714 0.334 -0.710  0.135
H: 0.557 -1.202 -0.271  0.477


Tell me which of them is the most stable. Sure, it is #1.


#1
Molecular formula: C2H7N4O
Method: DFT, ωB97M-V/def2-TZVPD

Values from the calculation:
orbital gap: 8.631 eV
total charge: +1

Each line ends with the Mulliken charge.
Cartesian coordinates (Å):
C: -1.090 -0.682 -0.134  0.610
C: 0.219 1.466 -0.360  -0.222
N: 3.176 0.978 0.391  -0.007
N: -0.845 -1.953 -0.452  -0.301
N: -0.407 0.382 -0.587  -0.261
N: -2.218 -0.330 0.615  -0.382
O: 2.513 0.284 -0.237  -0.220
H: 4.181 0.892 0.147  0.234
H: 0.736 1.746 0.597  0.323
H: 0.206 2.306 -0.977  0.341
H: -0.071 -2.205 -0.966  0.218
H: -1.407 -2.654 -0.019  0.221
H: -2.680 -0.901 1.252  0.226
H: -2.314 0.668 0.729  0.219


#2
Molecular formula: C2H7N4O
Method: DFT, ωB97M-V/def2-TZVPD

Values from the calculation:
SMILES string: C/[NH+]=C(/N)NN=O
orbital gap: 9.725 eV
total charge: +1

Each line ends with the Mulliken charge.
Cartesian coordinates (Å):
C: 1.300 0.156 -0.879  -0.673
N: 0.531 -0.221 0.313  -0.156
C: -0.733 -0.158 0.644  0.547
N: -1.342 -0.718 1.665  -0.323
N: -1.733 0.648 -0.414  0.180
N: -2.992 0.814 -0.045  -0.051
O: -3.675 1.182 -0.954  -0.375
H: 0.646 0.324 -1.722  0.271
H: 2.010 -0.677 -1.259  0.299
H: 2.067 1.047 -0.593  0.294
H: 1.005 -0.444 1.171  0.213
H: -2.183 -0.286 2.000  0.294
H: -0.976 -1.497 2.218  0.267
H: -1.361 0.602 -1.321  0.214


Tell me which of them is the most stable. Sure, it is #1.


#1
Molecular formula: C2H7N4O
Method: DFT, ωB97M-V/def2-TZVPD

Values from the calculation:
orbital gap: 10.191 eV
total charge: +1

Each line ends with the Mulliken charge.
Cartesian coordinates (Å):
C: -1.491 0.312 0.104  -0.156
C: 1.074 -1.209 1.474  0.574
N: -0.577 -0.197 -1.865  -0.619
N: -0.527 0.519 -0.686  0.896
N: 0.450 1.392 -0.542  -0.651
N: 1.470 -1.133 2.586  -0.291
O: 0.769 -1.138 0.338  -0.447
H: -1.656 0.917 0.906  0.314
H: -1.404 -0.710 -2.168  0.218
H: 0.801 1.512 0.371  0.242
H: 1.033 1.515 -1.302  0.242
H: 0.245 -0.160 -2.379  0.215
H: -2.232 -0.358 -0.173  0.214
H: 2.045 -1.261 3.335  0.249


#2
Molecular formula: C2H7N4O
Method: DFT, ωB97M-V/def2-TZVPD

Values from the calculation:
SMILES string: [H]/N=[NH+]/C(=C\[O-])N[NH3+]
orbital gap (alpha / beta): 8.563 / 8.562 eV
total charge: +1

Each line ends with the Mulliken charge.
Cartesian coordinates (Å):
H: 2.418 -1.288 -2.466  0.285
N: 1.824 -1.462 -1.660  -0.801
N: 0.752 -0.960 -1.349  0.488
C: 0.222 -0.934 -0.120  0.280
C: 0.759 -1.627 1.055  -0.238
O: 1.737 -2.306 1.165  -0.407
N: -0.809 0.030 -0.033  -0.486
N: -0.468 1.081 1.005  -0.155
H: 0.182 -0.346 -2.036  0.328
H: -0.023 -1.690 1.809  0.333
H: -1.573 -0.446 0.418  0.329
H: 0.235 0.522 1.539  0.412
H: -1.230 1.189 1.612  0.331
H: -0.219 1.940 0.624  0.301


#3
Molecular formula: C2H7N4O
Method: DFT, ωB97M-V/def2-TZVPD

Values from the calculation:
SMILES string: [H]/N=C1/CO[N@@H+](N)N1
orbital gap: 11.722 eV
total charge: +1

Each line ends with the Mulliken charge.
Cartesian coordinates (Å):
H: 2.362 -0.829 1.408  0.309
N: 2.278 -0.379 0.470  -0.469
C: 1.186 0.191 0.314  0.351
C: 0.617 1.045 -0.754  -0.204
O: -0.804 1.051 -0.610  -0.229
N: -1.145 -0.084 0.219  0.326
N: -1.276 -1.305 -0.472  -0.490
N: -0.163 -0.209 1.214  -0.464
H: 1.035 2.053 -0.504  0.271
H: 0.714 0.800 -1.923  0.263
H: -2.152 -0.020 0.623  0.434
H: -1.992 -1.229 -1.182  0.309
H: -0.363 -1.503 -0.861  0.282
H: -0.296 0.419 2.055  0.312


#4
Molecular formula: C2H7N4O
Method: DFT, ωB97M-V/def2-TZVPD

Values from the calculation:
SMILES string: NN1NC(=[NH2+])CO1
orbital gap: 10.714 eV
total charge: +1

Each line ends with the Mulliken charge.
Cartesian coordinates (Å):
N: -0.601 -1.056 2.111  -0.410
N: -0.819 -0.012 1.337  0.129
N: -0.796 -0.480 -0.130  -0.156
C: 0.091 0.163 -0.848  0.384
N: 0.374 0.116 -2.078  -0.330
C: 0.779 1.147 0.107  -0.337
O: 0.440 0.612 1.277  -0.202
H: -0.048 -1.680 1.508  0.263
H: -1.460 -1.361 2.543  0.291
H: -1.614 -0.891 -0.431  0.211
H: 0.074 -0.397 -2.929  0.272
H: 1.248 0.547 -2.416  0.266
H: 1.870 1.029 -0.071  0.319
H: 0.461 2.263 0.022  0.301


Tell me which of them is the most stable. Sure, it is #1.


#1
Molecular formula: C5H9N2
Method: DFT, ωB97M-V/def2-TZVPD

Values from the calculation:
SMILES string: CCc1c[nH]c[nH+]1
orbital gap: 11.016 eV
total charge: +1

Each line ends with the Mulliken charge.
Cartesian coordinates (Å):
C: 0.477 -1.050 -2.395  -1.182
C: 1.142 -0.906 -0.987  -0.431
C: 0.402 -0.078 -0.020  0.464
C: 0.701 0.999 0.740  -0.606
N: -0.409 1.354 1.466  -0.027
C: -1.357 0.431 1.294  -0.159
N: -0.902 -0.405 0.386  -0.047
H: -0.188 -0.236 -2.672  0.386
H: 1.275 -0.999 -3.096  0.377
H: 0.057 -2.042 -2.523  0.333
H: 2.092 -0.410 -1.169  0.267
H: 1.338 -1.929 -0.675  0.317
H: 1.535 1.679 0.740  0.393
H: -0.430 2.056 2.181  0.240
H: -2.220 0.501 1.933  0.410
H: -1.447 -1.148 -0.032  0.264


#2
Molecular formula: C5H9N2
Method: DFT, ωB97M-V/def2-TZVPD

Values from the calculation:
orbital gap: 9.276 eV
total charge: +1

Each line ends with the Mulliken charge.
Cartesian coordinates (Å):
C: -1.466 -1.926 -2.184  -0.053
C: -2.383 -1.284 -1.263  -0.407
C: 0.958 -0.435 1.642  -0.444
C: 2.133 -0.139 0.803  0.092
C: 0.366 1.303 -0.354  -0.497
N: 1.090 0.491 0.513  0.112
N: -0.887 -1.175 -1.364  -0.472
H: -1.318 -2.586 -3.004  0.355
H: -2.966 -0.435 -1.595  0.253
H: -2.790 -1.836 -0.428  0.234
H: 0.402 -1.351 1.479  0.250
H: 0.885 -0.006 2.634  0.271
H: 3.159 -0.285 0.532  0.384
H: -0.282 0.623 -0.949  0.325
H: -0.285 1.978 0.211  0.288
H: 1.029 1.858 -1.019  0.308


#3
Molecular formula: C5H9N2
Method: DFT, ωB97M-V/def2-TZVPD

Values from the calculation:
SMILES string: C1=[NH+][C@H]2C[C@H]2CN1
orbital gap: 10.252 eV
total charge: +1

Each line ends with the Mulliken charge.
Cartesian coordinates (Å):
C: 1.511 -0.010 -0.865  -0.066
N: 0.695 -1.043 -1.140  -0.119
C: -0.567 -1.041 -0.524  -0.182
C: -0.741 -1.037 0.947  -0.720
C: -1.110 0.212 0.285  -0.195
C: -0.133 1.375 0.308  -0.541
N: 1.185 1.060 -0.131  -0.134
H: 2.446 0.210 -1.414  0.374
H: 0.859 -1.961 -1.556  0.297
H: -1.261 -1.586 -1.237  0.388
H: 0.154 -1.105 1.532  0.237
H: -1.572 -1.591 1.512  0.280
H: -2.090 0.674 0.081  0.375
H: -0.558 2.036 -0.395  0.396
H: -0.235 1.953 1.291  0.316
H: 1.573 1.953 -0.211  0.295


#4
Molecular formula: C5H9N2
Method: DFT, ωB97M-V/def2-TZVPD

Values from the calculation:
orbital gap: 8.999 eV
total charge: +1

Each line ends with the Mulliken charge.
Cartesian coordinates (Å):
C: 0.635 1.222 0.131  0.031
C: 1.495 -0.079 0.050  0.367
C: 2.960 -0.250 0.016  -1.031
C: -2.421 -0.739 0.245  -1.204
C: -1.721 0.454 -0.387  -0.187
N: 0.440 -0.782 -0.177  -0.579
N: -0.352 0.489 -0.175  0.535
H: 0.755 2.327 0.282  0.379
H: 3.290 -0.818 1.060  0.318
H: 3.580 0.628 -0.231  0.351
H: 3.136 -1.167 -0.662  0.340
H: -1.802 -1.579 0.150  0.414
H: -2.611 -0.648 1.310  0.347
H: -3.420 -0.854 -0.151  0.351
H: -2.130 1.360 0.109  0.293
H: -1.834 0.438 -1.569  0.277


Tell me which of them is the most stable. Sure, it is #1.